Computed, not measured: a molecular structure, C32H20B4F12O41V in a non-equilibrium geometry, with the ωB97M-V functional and the def2-TZVPD basis.

```
110
C32H20B4F12O41V | the OMol25 dataset | the ωB97M-V functional and the def2-TZVPD basis
O -1.816 0.381 0.644
V -0.813 -0.125 -0.365
O 0.079 4.815 -1.197
C 0.869 4.412 -0.389
O 1.914 5.038 0.025
B 2.652 4.249 1.090
O 1.910 3.022 1.295
C 0.862 2.999 0.345
O -0.002 2.139 0.176
O 2.691 4.998 2.383
C 3.880 4.978 2.939
O 4.199 5.447 4.006
C 4.751 4.074 2.058
O 4.081 3.902 0.849
O 5.820 3.550 2.338
O 0.207 -2.050 -1.968
C 1.355 -2.489 -1.977
O 2.403 -1.943 -2.563
B 3.646 -2.634 -2.197
O 3.151 -3.869 -1.545
C 1.865 -3.780 -1.299
O 1.107 -4.481 -0.600
O 4.619 -1.882 -1.373
C 5.676 -1.659 -2.071
O 6.673 -1.100 -1.650
C 5.490 -2.377 -3.493
O 4.323 -3.014 -3.454
O 6.312 -2.423 -4.454
O -6.737 -5.724 -2.017
C -5.943 -4.924 -2.532
O -5.512 -3.782 -1.960
B -4.526 -3.130 -2.867
O -4.321 -4.132 -3.978
C -5.203 -5.208 -3.874
O -5.316 -6.181 -4.576
O -3.293 -2.563 -2.242
C -3.235 -1.264 -2.330
O -2.285 -0.614 -1.915
C -4.491 -0.856 -3.150
O -5.162 -1.901 -3.466
O -4.676 0.340 -3.449
O 4.700 -4.646 4.321
C 4.493 -3.896 3.392
O 4.088 -2.653 3.360
B 3.857 -2.265 2.002
O 4.325 -3.416 1.243
C 4.504 -4.398 2.006
O 4.763 -5.580 1.623
O 4.593 -1.033 1.591
C 3.722 -0.234 1.053
O 3.931 0.867 0.547
C 2.269 -0.894 1.101
O 2.426 -2.027 1.801
O 1.229 -0.467 0.546
C 0.448 3.748 4.412
C 0.320 2.279 4.788
O -1.073 1.984 4.815
C -1.687 1.122 3.970
O -1.027 0.386 3.277
C -3.203 1.066 3.875
F -3.701 -0.155 3.964
F -3.761 1.759 4.909
F -3.557 1.535 2.647
H -0.164 4.315 5.114
H 0.248 4.016 3.374
H 1.500 3.997 4.554
H 0.766 2.245 5.782
H 0.816 1.746 3.977
C -1.185 -0.510 -4.981
C -1.121 1.003 -4.786
O 0.213 1.439 -4.448
C 0.804 1.230 -3.216
O 0.225 0.856 -2.168
C 2.306 1.692 -3.285
F 2.335 3.040 -3.056
F 3.017 1.112 -2.275
F 2.826 1.308 -4.492
H -2.237 -0.783 -5.070
H -0.724 -0.930 -4.087
H -0.692 -0.919 -5.863
H -1.740 1.372 -3.968
H -1.336 1.447 -5.758
C 0.601 -3.641 3.887
C -0.593 -2.840 3.370
O -1.292 -3.737 2.403
C -1.565 -3.376 1.061
O -1.407 -2.255 0.571
C -2.097 -4.591 0.254
F -1.607 -4.601 -1.043
F -1.672 -5.676 0.791
F -3.471 -4.725 0.330
H 0.351 -4.420 4.607
H 1.435 -3.135 4.373
H 1.041 -4.093 2.998
H -0.277 -1.925 2.871
H -1.248 -2.454 4.151
C -2.770 5.266 1.582
C -3.039 3.970 0.776
O -3.261 4.417 -0.515
C -2.991 3.568 -1.535
O -2.347 2.525 -1.348
C -3.436 4.179 -2.904
F -2.370 4.098 -3.742
F -4.546 3.526 -3.342
F -3.845 5.489 -2.850
H -3.610 5.960 1.560
H -1.857 5.777 1.277
H -2.658 4.998 2.632
H -3.959 3.427 0.992
H -2.233 3.271 1.001
```

2S+1: 2
Electronic energy (eV): -178483.6760
Net charge: -2
HOMO (alpha / beta) (eV): -6.00 / -6.00
Frontier orbital gap (alpha / beta) (eV): 7.334 / 7.825
ΔE to the lowest compared entry with this formula, charge and spin (kcal per mole): 102.4

These are the Mulliken partial charges, in e, on atoms 1 to 4: -0.37 1.84 -0.62 0.65